C6H23B2NO2Zn | ωB97M-V with the def2-TZVPD basis set

For the lowest unoccupied orbital energy, the calculation gives 0.079 eV. The calculation puts the relative energy (zero: lowest compared OMol25 entry of this formula, charge and spin) at 0.0000 eV. Its total charge is 0. The total energy is -2276.53525 a.u. The largest force on an atom comes out at 0.030 Eh/bohr. The frontier orbital gap is 9.36 eV.

Positions of all 35 atoms, in Å:
Zn 3.47209 17.03888 -14.51179
B 4.60047 16.83912 -16.40503
H 3.80942 15.99407 -16.07696
H 5.10200 16.50794 -17.43828
H 3.94363 17.85186 -16.59420
H 5.40810 16.95034 -15.51636
B 4.70618 16.73519 -12.66717
H 3.61190 17.23972 -12.64051
H 5.08931 16.46162 -11.56830
H 4.63293 15.78765 -13.40626
H 5.47558 17.46723 -13.24595
C 4.75682 19.92595 -14.81969
O 3.63358 19.13786 -14.42342
C 2.38740 19.80334 -14.47803
C 1.35151 18.93142 -13.78511
N 1.48032 17.53265 -14.19337
C 0.78879 16.55502 -13.33546
C 1.24683 15.08918 -13.63599
O 2.36533 15.08353 -14.50295
C 2.62120 13.81140 -15.07719
H 5.46697 19.28553 -15.33052
H 5.17340 20.39797 -13.92911
H 4.42539 20.71335 -15.50338
H 2.16142 20.00119 -15.53539
H 2.42476 20.78098 -13.98770
H 0.34606 19.31694 -13.97432
H 1.55043 18.95959 -12.71298
H 1.15559 17.36498 -15.14332
H -0.28979 16.63531 -13.47124
H 1.09344 16.76011 -12.31093
H 0.41277 14.56303 -14.10513
H 1.56100 14.65071 -12.68691
H 2.59757 13.04660 -14.29926
H 3.59247 13.86226 -15.55945
H 1.87480 13.56846 -15.83998

Results of the Löwdin charge analysis, in e, for atoms 1 through 4: 0.527 -0.360 -0.031 -0.004